The ion C31H32N5O3S with charge +1 in a non-equilibrium geometry. Source: OMol25; level of theory: ωB97M-V/def2-TZVPD.

Calculated values
net charge: +1
energy above the lowest of the compared OMol25 structures with the same formula, charge and spin: 0.00 kJ/mol
frontier orbital gap: 0.278 hartree
spin multiplicity: 1
HOMO: -10.705 eV

```
72
Properties=species:S:1:pos:R:3:forces:R:3:lowdin_charge:R:1
C 4.881134 -2.021930 -0.911162 0.14 -0.27 -0.33 -0.006
N 3.670930 -1.579364 -0.265221 0.18 0.37 0.36 -0.035
C 3.710344 -0.850452 0.886526 1.48 0.32 1.04 -0.349
O 4.735351 -0.552718 1.525568 -2.23 -0.55 -1.33 0.073
C 2.257843 -0.497742 1.255647 0.63 -0.34 0.17 -0.155
C 2.032867 1.021281 1.396976 0.07 0.03 -0.30 -0.089
C 2.783147 1.612657 2.574944 -0.30 -0.08 0.21 -0.237
C 3.671558 2.674754 2.396627 0.15 -0.27 0.13 -0.043
C 4.458136 3.115537 3.463989 -0.37 -0.22 0.27 -0.067
C 4.303189 2.533879 4.732977 0.05 0.06 -0.40 -0.079
C 3.374870 1.507977 4.920816 -0.29 -0.07 -0.09 -0.075
C 2.594010 1.060344 3.850924 0.54 0.41 -0.21 -0.046
N 1.529259 -1.108738 0.141153 0.27 0.48 0.58 -0.001
C 0.208152 -0.980759 0.038172 -0.71 -0.99 -1.56 -0.146
C -0.567968 -1.352010 -1.016981 1.54 1.67 1.06 -0.121
C -2.054706 -1.396792 -0.772867 -0.21 -3.11 -0.73 -0.225
C -2.638289 -1.864296 -2.148158 -1.89 0.35 -0.03 -0.127
C -1.997844 -2.330546 -3.310312 -0.17 -1.21 -0.33 0.061
C -2.703561 -3.076057 -4.309461 -1.63 1.25 1.88 -0.117
N -1.908958 -3.824402 -5.257873 2.57 -1.35 -2.31 -0.309
O -2.387989 -4.523821 -6.174844 -0.10 1.76 2.31 0.085
O -0.665097 -3.744621 -5.104956 -2.08 -0.01 -0.10 0.038
C -4.116469 -3.145263 -4.270475 0.81 0.06 -0.17 0.020
C -4.774998 -2.494322 -3.222376 0.38 0.48 0.45 -0.044
C -4.041902 -1.837412 -2.213815 -0.26 -0.67 -0.24 -0.023
C 2.359209 -1.722851 -0.893103 0.50 -0.03 -0.26 -0.453
C 2.349367 -0.945983 -2.231564 0.13 0.09 0.02 0.012
C 2.022457 -3.215199 -1.110862 0.11 0.04 0.22 0.016
H 5.739771 -1.758012 -0.292674 -0.23 0.00 0.01 0.100
H 4.852804 -3.104635 -1.052500 0.11 0.03 0.04 0.095
H 4.989965 -1.555641 -1.894033 0.08 0.02 0.11 0.091
H 2.018596 -0.997244 2.221066 0.10 0.19 -0.59 0.160
H 2.358700 1.503149 0.457160 -0.17 -0.10 0.33 0.129
H 0.947811 1.185687 1.496574 0.21 0.06 -0.01 0.103
H 3.766218 3.125427 1.403049 0.11 -0.18 0.37 0.114
H 5.192826 3.902481 3.305315 -0.20 -0.12 0.09 0.105
H 4.910231 2.883785 5.569998 -0.16 -0.15 -0.28 0.106
H 3.251894 1.035655 5.899529 0.08 0.27 -0.30 0.107
H 1.858717 0.264760 3.982239 0.26 0.16 0.12 0.107
H -0.325263 -0.627824 0.892047 0.09 0.41 0.82 0.124
H -0.057336 -1.822652 -1.895308 -1.47 0.84 0.95 0.078
H -2.024225 -2.206545 -0.007168 -1.17 -0.14 -0.92 0.161
H -0.947715 -2.269598 -3.551886 0.13 -0.03 0.58 0.100
H -4.675758 -3.638784 -5.067199 0.28 -0.08 0.35 0.127
H -5.865603 -2.517399 -3.128940 0.45 0.05 -0.32 0.115
H -4.540480 -1.283308 -1.408064 -0.14 -0.59 -0.48 0.101
H 2.653483 0.097942 -2.070510 -0.02 -0.28 0.02 0.100
H 3.055828 -1.415303 -2.929276 -0.19 0.15 0.20 0.089
H 1.375784 -0.932585 -2.725193 0.17 -0.06 0.11 0.067
H 2.215344 -3.774406 -0.185623 0.01 0.15 -0.23 0.103
H 0.972228 -3.364454 -1.372493 0.24 0.01 0.00 0.071
H 2.633306 -3.634258 -1.921714 -0.14 0.15 0.25 0.095
C -2.680363 5.224577 1.632807 0.00 -0.44 -0.06 -0.050
C -3.201441 3.945028 1.821081 0.50 0.06 -0.50 0.008
C -2.714192 2.955135 0.983549 0.27 -0.12 -0.04 -0.224
C -1.738873 3.132824 -0.011169 -0.26 1.35 0.51 -0.406
C -1.244961 4.426429 -0.192654 -0.33 -0.05 0.51 -0.052
C -1.717646 5.458287 0.641949 0.15 -0.16 -0.22 -0.051
S -1.304368 1.634526 -0.843956 -0.53 0.61 0.40 1.211
C -2.522754 0.864272 0.093292 -0.41 -1.49 -0.72 -0.503
N -2.981968 -0.411593 -0.056622 0.45 3.05 1.92 0.038
C -4.017203 -0.489805 1.304248 1.27 -1.70 -1.58 0.048
C -4.071404 0.918369 1.826772 0.44 0.72 -0.36 -0.093
N -3.098944 1.626131 1.024124 0.47 -0.77 -0.97 -0.018
H -3.034382 6.020823 2.273725 0.13 0.10 -0.11 0.115
H -3.935004 3.674018 2.572098 0.03 0.33 0.00 0.120
H -0.516392 4.606522 -0.965064 0.16 0.23 -0.04 0.113
H -1.322305 6.472541 0.526158 -0.15 -0.47 -0.06 0.119
H -5.019523 -0.867140 1.031065 0.87 -0.04 -0.21 0.126
H -3.519265 -1.128196 2.043865 -0.23 -0.16 -0.50 0.124
H -5.027590 1.393232 1.749338 -0.72 0.13 -0.30 0.135
H -3.772590 0.986632 2.850706 0.19 -0.13 0.79 0.134
```
Positions in Å, forces in eV/Å.

***

A cluster of 2 separate species, C31H32NO2 in total in a non-equilibrium geometry. Source: OMol25; level of theory: ωB97M-V/def2-TZVPD.

Calculated values
net charge: +1
energy above the lowest of the compared OMol25 structures with the same formula, charge and spin: 1.72 kJ/mol
frontier orbital gap: 0.177 hartree
spin multiplicity: 1
HOMO: -10.570 eV

```
66
Properties=species:S:1:pos:R:3:forces:R:3:nbo_charge:R:1
C 4.724802 1.307608 1.714646 0.20 -0.01 0.12 -0.262
O 4.126608 0.081726 2.181223 -0.45 0.29 -0.27 -0.502
C 2.925337 -0.170029 1.635159 -0.09 0.74 -0.78 0.806
O 2.410067 0.567598 0.808719 0.65 -0.79 0.78 -0.623
C 2.331457 -1.450747 2.185487 -0.46 0.25 0.08 -0.128
C 3.300109 -2.642598 2.188539 0.33 0.31 0.25 -0.404
C 2.497520 -3.841355 1.687063 -0.12 -0.40 -0.13 -0.407
C 1.100206 -3.327273 1.323169 -0.30 0.24 0.37 -0.205
N 1.179249 -1.855036 1.400232 0.73 -0.51 -0.94 -0.483
C -0.025053 -1.166456 1.635852 -1.36 1.38 -0.53 0.212
C -0.462609 -0.121706 0.853898 1.25 -2.25 2.30 -0.217
C -1.699775 0.621215 1.189026 -0.71 0.50 0.02 -0.437
C -2.504600 0.156165 2.420919 -0.02 -0.15 -0.10 -0.391
C -1.668432 -0.556770 3.476537 -0.01 0.10 0.02 -0.394
C -0.813686 -1.652220 2.850776 -0.22 -0.03 -0.25 -0.460
H 5.642968 1.398770 2.292513 -0.07 0.07 -0.12 0.204
H 4.946663 1.235098 0.643425 -0.08 0.04 0.27 0.193
H 4.061833 2.161276 1.899997 0.16 -0.27 -0.06 0.196
H 2.043876 -1.215635 3.231878 0.09 -0.01 -0.19 0.200
H 4.181439 -2.451602 1.562622 -0.26 0.00 0.22 0.223
H 3.637115 -2.776228 3.221603 0.18 -0.13 -0.33 0.227
H 2.970589 -4.301620 0.814843 0.01 0.04 0.22 0.215
H 2.417313 -4.599998 2.473644 0.07 0.06 -0.29 0.219
H 0.770651 -3.638368 0.321589 0.10 0.11 0.20 0.193
H 0.370592 -3.728230 2.045294 0.08 0.10 -0.21 0.179
H 0.220763 0.228494 0.086674 -0.08 -0.16 0.41 0.226
H -1.455274 1.691859 1.276150 -0.05 -0.11 0.04 0.197
H -2.388325 0.553505 0.342269 -0.01 0.12 0.17 0.205
H -3.013386 1.022298 2.861541 0.04 -0.19 -0.11 0.217
H -3.292567 -0.527032 2.071618 0.15 0.08 0.12 0.198
H -1.019461 0.164639 3.988177 -0.03 -0.08 -0.07 0.200
H -2.324869 -0.998544 4.235273 0.10 0.16 -0.06 0.217
H -1.461262 -2.491696 2.537365 0.16 0.22 0.18 0.214
H -0.130662 -2.055202 3.616046 -0.07 0.06 -0.32 0.214
C -0.797327 1.013017 -1.633143 0.25 1.05 -3.61 0.403
C 0.364807 1.897106 -1.716635 0.09 -0.06 0.82 -0.199
C 0.448778 3.016936 -0.864045 0.07 0.40 -0.17 -0.138
C 1.415808 3.998426 -1.074490 -0.14 -0.25 0.11 -0.198
C 2.352730 3.851468 -2.103947 -0.23 -0.23 -0.03 -0.138
C 2.316723 2.714550 -2.921596 -0.13 -0.10 0.15 -0.228
C 1.350865 1.728924 -2.717566 -0.05 -0.05 0.09 -0.071
C -0.859600 -0.347074 -2.145401 -1.03 -0.55 0.34 -0.102
C -2.236993 -0.688248 -2.385104 1.16 -0.91 0.04 -0.032
C -2.585918 -1.974486 -2.771747 -0.15 0.95 0.13 -0.185
C -1.565939 -2.915188 -2.963974 0.74 0.06 0.15 -0.118
C -0.222209 -2.586636 -2.712549 -0.23 -0.08 -0.22 -0.225
C 0.140504 -1.303254 -2.287579 -0.13 0.03 0.04 -0.110
C -3.047286 0.501389 -2.129228 -0.35 1.35 0.56 0.094
C -2.150617 1.565072 -1.753258 -0.76 -0.92 0.57 -0.193
C -2.644503 2.844814 -1.511537 0.11 -0.19 0.04 -0.095
C -4.029023 3.042910 -1.521882 -0.33 -0.18 -0.20 -0.223
C -4.906306 1.992932 -1.843471 0.38 0.61 0.26 -0.114
C -4.418480 0.717810 -2.164193 0.84 -0.48 -0.22 -0.219
H -0.252104 3.103290 -0.029316 0.28 0.02 -0.30 0.227
H 1.427798 4.884289 -0.436659 0.10 -0.33 -0.15 0.234
H 3.111598 4.620156 -2.266235 -0.27 -0.26 0.03 0.236
H 3.042968 2.598866 -3.728667 -0.24 0.01 0.29 0.237
H 1.309730 0.847064 -3.358075 0.02 0.37 0.08 0.220
H -3.638216 -2.214474 -2.922456 0.32 -0.13 -0.07 0.232
H -1.813988 -3.918133 -3.313867 0.07 0.27 0.18 0.237
H 0.557218 -3.336035 -2.854736 -0.29 0.18 0.04 0.237
H 1.171245 -1.043864 -2.049701 -0.17 -0.23 0.03 0.243
H -1.951300 3.660482 -1.322488 -0.30 -0.06 0.07 0.236
H -4.427519 4.029830 -1.280509 0.09 -0.33 -0.16 0.239
H -5.981519 2.179890 -1.851743 0.34 -0.06 0.01 0.238
H -5.081115 -0.103739 -2.437964 0.03 0.34 0.07 0.234
```
Positions in Å, forces in eV/Å.

***

A structure of composition C31H33AsFNO4PZr in a non-equilibrium geometry. Source: OMol25; level of theory: ωB97M-V/def2-TZVPD.

Calculated values
net charge: +1
frontier orbital gap: 0.240 hartree
spin multiplicity: 1
HOMO: -10.674 eV

```
73
Properties=species:S:1:pos:R:3:forces:R:3:nbo_charge:R:1
Zr 0.903380 -0.683350 0.453889 0.58 1.54 -0.71 2.135
O 3.544276 -2.590875 -2.198202 -0.11 -0.07 0.00 -0.611
C 2.573290 -2.316931 -1.365937 0.01 -0.18 -0.04 0.812
O 1.799252 -1.373489 -1.500744 0.46 -0.48 -0.30 -0.607
C 2.426556 -3.190315 -0.175139 -0.18 -0.33 0.02 0.081
C 3.336064 -4.100462 0.307656 0.00 -0.06 -0.07 -0.166
C 3.069706 -4.678128 1.551252 -0.01 0.00 0.03 -0.116
C 1.956368 -4.289051 2.276754 -0.01 -0.13 -0.08 -0.167
C 1.101858 -3.351057 1.716328 -0.15 -0.04 -0.06 0.163
N 1.304866 -2.877798 0.492008 0.59 -0.22 0.33 -0.510
C -0.005511 -2.621316 2.478107 -0.11 -0.09 -0.09 0.775
O -0.473647 -3.076687 3.484397 0.02 -0.03 0.03 -0.542
O -0.310444 -1.482900 1.897399 -0.31 -0.60 0.91 -0.846
H 3.558624 -1.929681 -2.911401 0.03 0.03 0.01 0.526
H 4.236518 -4.325829 -0.245730 0.00 -0.01 0.01 0.256
H 3.765554 -5.392613 1.969862 0.00 0.00 -0.01 0.247
H 1.755480 -4.660658 3.271727 -0.02 0.01 0.00 0.267
C -0.354235 0.707085 4.385041 0.03 0.01 0.00 -0.164
C 0.864405 1.054001 3.830377 -0.01 -0.02 0.02 -0.180
C 0.939322 1.470878 2.502970 -0.12 0.12 0.03 -0.217
C -0.217187 1.496580 1.716009 -0.11 0.32 -0.07 -0.449
C -1.446326 1.145283 2.298280 -0.03 -0.01 -0.02 -0.117
C -1.518644 0.774102 3.622661 0.00 -0.01 -0.02 -0.189
P -0.277945 2.027850 -0.052364 0.48 0.31 0.23 0.872
C -0.933617 3.729334 0.028728 -0.17 -0.19 -0.09 -0.350
C -1.191285 4.405049 1.214664 0.05 0.05 0.04 -0.153
C -1.644215 5.717723 1.178326 -0.01 -0.02 0.02 -0.203
C -1.842140 6.355860 -0.036189 0.01 -0.01 -0.03 -0.193
C -1.595169 5.679333 -1.224212 -0.01 0.01 0.01 -0.201
C -1.152576 4.367376 -1.192620 0.01 -0.01 0.01 -0.197
C 1.510215 2.230897 -0.365412 -0.13 0.38 -0.03 -0.356
C 2.194524 3.444217 -0.328140 0.01 -0.07 -0.19 -0.209
C 3.571045 3.433776 -0.490720 0.05 -0.01 -0.01 -0.203
C 4.242309 2.225423 -0.654205 -0.03 0.03 -0.01 -0.201
C 3.539758 1.028441 -0.636848 -0.02 -0.06 -0.14 -0.199
C 2.148568 0.996111 -0.512713 -0.35 0.67 0.66 -0.505
H -0.404423 0.382758 5.415951 -0.01 0.01 0.00 0.231
H 1.765037 1.021049 4.428813 0.00 -0.01 0.00 0.231
H 1.884742 1.811325 2.099478 0.01 -0.08 -0.05 0.255
H -2.347740 1.171180 1.693496 0.00 -0.01 0.00 0.213
H -2.470550 0.508024 4.061903 0.00 0.00 0.00 0.229
H -1.031412 3.921436 2.169987 0.00 -0.01 0.00 0.212
H -1.840567 6.241623 2.104442 0.01 0.00 0.00 0.223
H -2.190070 7.379882 -0.059362 -0.01 0.00 0.00 0.226
H -1.753876 6.171672 -2.174368 0.00 0.01 0.00 0.225
H -0.961381 3.839681 -2.120810 -0.01 0.01 0.00 0.217
H 1.670955 4.380183 -0.177784 -0.03 0.01 -0.01 0.225
H 4.124591 4.363653 -0.474600 0.01 0.00 -0.01 0.222
H 5.319460 2.221352 -0.766407 0.00 0.01 -0.01 0.218
H 4.108233 0.102400 -0.707733 0.00 0.00 0.05 0.188
F 2.467880 -0.850290 1.564854 0.34 -0.31 0.13 -0.678
C -1.915418 0.432881 -3.142597 -0.02 -0.03 0.02 -0.620
C -2.559371 -0.327556 -1.987669 0.12 0.15 -0.03 -0.693
As -1.284372 -1.495786 -1.088227 -0.90 -0.63 -0.61 0.890
C -2.430842 -2.669707 -0.009981 -0.05 0.05 0.02 -0.693
C -3.857453 -2.894311 -0.499366 0.04 0.00 0.02 -0.619
C -0.737480 -2.668024 -2.569926 0.06 0.02 0.04 -0.695
C -1.825742 -3.237060 -3.472385 0.02 -0.01 0.03 -0.622
H -2.647295 1.078938 -3.627944 0.00 0.00 0.00 0.229
H -1.524142 -0.248379 -3.900187 -0.02 0.02 -0.01 0.206
H -1.091961 1.057774 -2.796304 0.03 0.01 0.02 0.218
H -3.382085 -0.948149 -2.339540 -0.02 -0.01 0.02 0.230
H -2.954278 0.356804 -1.234698 0.01 0.01 -0.01 0.237
H -2.446113 -2.235169 0.989160 0.03 -0.01 0.00 0.245
H -1.883573 -3.613467 0.069423 -0.01 -0.01 0.00 0.223
H -4.429097 -1.966424 -0.493646 -0.01 0.00 0.01 0.211
H -4.363669 -3.592336 0.168285 -0.02 0.01 -0.01 0.231
H -3.901519 -3.308015 -1.504451 0.00 -0.01 -0.03 0.208
H -0.171828 -3.478198 -2.100140 0.02 0.01 -0.02 0.217
H -0.024605 -2.085516 -3.155119 0.00 0.02 0.00 0.227
H -2.425245 -3.988329 -2.962304 -0.02 0.00 0.03 0.213
H -1.368456 -3.719777 -4.337098 -0.02 -0.01 0.00 0.227
H -2.495325 -2.464297 -3.849007 -0.01 0.01 0.00 0.211
```
Positions in Å, forces in eV/Å.